Entry 1:
98
Properties=species:S:1:pos:R:3:mulliken_charge:R:1 method="wB97M-V/def2-TZVPD" total_charge=+2 homo_ev=-13.57 e_lumo_ev=-8.815 orbital_gap_ev=4.756
Sn -2.12 0.86 -0.17 1.801
Cl 0.02 2.67 -1.08 0.128
C -1.27 3.66 -0.53 0.268
C -2.39 3.02 -0.06 -1.130
C -3.49 3.74 0.39 0.313
Cl -4.92 2.94 0.89 -0.133
C -3.44 5.13 0.38 0.072
Cl -4.79 6.03 0.89 -0.137
C -2.29 5.78 -0.11 0.405
Cl -2.22 7.48 -0.11 -0.126
C -1.20 5.04 -0.58 -0.220
Cl 0.21 5.81 -1.15 -0.150
C 4.70 4.86 0.36 -1.639
C 4.66 3.71 -0.64 0.430
C 5.99 2.93 -0.60 -1.388
C 3.56 2.69 -0.38 -0.476
C 2.99 2.49 0.87 -0.128
C 2.22 1.37 1.18 -0.587
C 1.65 1.30 2.60 -0.106
C 0.12 1.39 2.55 -0.673
C 2.12 0.09 3.43 -1.437
C 2.00 0.40 0.18 2.149
C 2.37 0.71 -1.14 -0.113
C 3.16 1.83 -1.39 -0.742
C 2.02 -0.23 -2.29 2.198
C 1.28 0.52 -3.40 -1.462
C 3.28 -0.93 -2.83 -1.696
C 1.95 -1.08 0.51 -0.323
C 3.24 -1.53 0.82 -0.385
C 3.54 -2.84 1.12 -1.118
C 2.53 -3.79 1.12 -1.087
C 1.25 -3.39 0.81 -1.016
C 0.93 -2.05 0.49 0.756
P -0.86 -1.93 0.23 0.179
C -1.40 -2.88 -1.31 2.788
C -0.72 -4.25 -1.40 -1.765
C -2.94 -3.02 -1.27 -2.377
C -1.04 -2.05 -2.55 -1.826
C -1.64 -2.58 1.84 2.458
C -1.90 -4.09 1.85 -1.601
C -2.96 -1.81 2.00 -1.590
C -0.73 -2.23 3.02 -1.614
H 5.44 5.60 0.04 0.454
H 5.00 4.50 1.35 0.333
H 3.73 5.36 0.45 0.335
H 4.54 4.10 -1.65 0.454
H 6.14 2.50 0.40 0.312
H 6.82 3.60 -0.82 0.458
H 6.00 2.11 -1.33 0.354
H 3.19 3.21 1.66 0.382
H 2.01 2.19 3.12 0.666
H -0.29 0.58 1.95 -0.363
H -0.19 2.35 2.11 0.299
H -0.32 1.33 3.56 0.450
H 1.67 -0.84 3.09 0.128
H 1.85 0.24 4.48 0.493
H 3.20 -0.01 3.38 0.322
H 3.53 2.01 -2.40 0.603
H 1.36 -1.00 -1.90 -1.996
H 1.83 1.40 -3.73 0.343
H 0.30 0.86 -3.05 0.315
H 1.12 -0.12 -4.27 0.490
H 3.97 -0.22 -3.28 0.342
H 3.00 -1.67 -3.59 0.462
H 3.80 -1.45 -2.02 0.331
H 4.04 -0.80 0.82 0.599
H 4.56 -3.13 1.36 0.483
H 2.73 -4.83 1.36 0.525
H 0.47 -4.14 0.82 0.277
H -0.99 -4.92 -0.59 0.300
H 0.36 -4.16 -1.46 0.403
H -1.06 -4.71 -2.34 0.537
H -3.31 -3.64 -0.46 0.196
H -3.26 -3.50 -2.21 0.679
H -3.42 -2.05 -1.21 0.605
H 0.02 -2.12 -2.79 0.527
H -1.32 -1.00 -2.45 0.111
H -1.59 -2.45 -3.41 0.621
H -2.49 -4.45 1.01 0.292
H -2.48 -4.31 2.75 0.536
H -0.98 -4.67 1.91 0.364
H -3.66 -2.02 1.18 0.260
H -2.79 -0.73 2.05 -0.076
H -3.45 -2.11 2.93 0.610
H 0.23 -2.74 2.97 0.313
H -1.22 -2.57 3.94 0.658
H -0.56 -1.16 3.11 0.237
F -4.71 0.20 1.57 -0.529
C -5.02 -0.11 0.30 -0.306
C -4.10 0.11 -0.69 -0.065
C -4.43 -0.23 -1.98 0.587
F -3.52 -0.04 -2.95 -0.388
C -5.65 -0.79 -2.29 0.610
F -5.94 -1.13 -3.53 -0.292
C -6.56 -1.02 -1.27 0.568
F -7.71 -1.57 -1.54 -0.276
C -6.25 -0.68 0.04 0.456
F -7.11 -0.90 1.01 -0.290

Entry 2:
99
Properties=species:S:1:pos:R:3:mulliken_charge:R:1 method="wB97M-V/def2-TZVPD" smiles="CNCOC(=O)N(c1cccnc1)[C@@H](I)[C@H](C)I.c1ccncc1.c1ccncc1.c1ccncc1.c1ccncc1.c1ccncc1.c1ccncc1" homo_ev=-9.48 e_lumo_ev=-0.185 orbital_gap_ev=9.297
C 0.99 -3.86 2.13 -0.739
N 0.24 -3.38 3.32 -0.540
C 0.02 -1.96 3.25 -0.452
O -0.77 -1.62 2.08 -0.308
C -0.20 -0.70 1.26 0.426
O 0.94 -0.81 0.85 -0.362
N -1.04 0.35 0.87 0.414
C -2.31 0.39 1.60 -0.352
C -2.33 0.72 2.93 0.649
C -3.57 0.70 3.52 -2.103
C -4.62 0.35 2.73 -0.516
N -4.63 0.05 1.45 -0.360
C -3.43 0.08 0.88 -0.441
C -0.32 1.65 0.76 -1.277
I -1.77 3.22 0.35 0.070
C 0.67 1.97 1.94 0.306
C 0.51 3.38 2.52 -1.949
I 2.69 1.95 1.14 0.128
H 1.29 -4.89 2.28 0.338
H 0.34 -3.86 1.25 0.247
H 1.89 -3.27 1.96 0.248
H -0.69 -3.76 3.19 0.297
H -0.56 -1.69 4.13 0.269
H 0.95 -1.40 3.30 0.449
H -1.44 0.97 3.48 0.648
H -3.70 0.92 4.57 0.471
H -5.59 0.31 3.23 1.173
H -3.34 -0.17 -0.17 0.617
H 0.26 1.61 -0.15 0.869
H 0.61 1.29 2.78 0.307
H 1.29 3.53 3.27 0.527
H 0.71 4.13 1.76 0.530
H -0.46 3.52 3.01 0.423
N 4.94 -1.86 -3.29 -0.560
C 3.84 -1.64 -2.57 -0.634
C 3.82 -0.94 -1.38 -0.003
C 5.02 -0.44 -0.90 -0.602
C 6.18 -0.66 -1.62 -0.166
C 6.08 -1.37 -2.81 -0.219
H 2.92 -2.05 -2.98 0.544
H 2.90 -0.78 -0.84 0.619
H 5.05 0.11 0.04 0.384
H 7.14 -0.29 -1.27 0.266
H 6.96 -1.57 -3.41 0.352
N 9.98 0.13 -1.07 -0.515
C 9.78 -1.05 -1.64 0.108
C 10.61 -2.15 -1.45 -0.560
C 11.71 -2.00 -0.62 -0.242
C 11.93 -0.77 -0.01 -0.398
C 11.04 0.26 -0.27 -0.190
H 8.92 -1.12 -2.29 0.350
H 10.40 -3.09 -1.94 0.354
H 12.38 -2.83 -0.44 0.369
H 12.77 -0.62 0.64 0.353
H 11.17 1.23 0.18 0.372
N -6.67 4.73 2.48 -0.529
C -6.34 3.48 2.18 -0.335
C -7.26 2.48 1.92 -0.119
C -8.61 2.79 1.98 -0.597
C -8.98 4.09 2.30 -0.256
C -7.98 5.01 2.54 -0.297
H -5.27 3.28 2.14 0.532
H -6.93 1.48 1.67 0.491
H -9.36 2.04 1.78 0.395
H -10.02 4.37 2.36 0.369
H -8.22 6.04 2.79 0.354
N -1.96 -2.43 -4.80 -0.570
C -0.93 -2.27 -5.63 -0.277
C 0.19 -1.51 -5.33 -0.549
C 0.22 -0.86 -4.10 -0.271
C -0.84 -1.01 -3.23 -0.225
C -1.91 -1.81 -3.63 -0.297
H -1.01 -2.79 -6.58 0.352
H 1.00 -1.42 -6.03 0.384
H 1.07 -0.25 -3.82 0.613
H -0.84 -0.52 -2.27 0.427
H -2.76 -1.96 -2.98 0.372
N 2.03 3.63 -3.25 -0.432
C 2.02 4.42 -4.31 -0.337
C 2.56 4.07 -5.54 -0.265
C 3.15 2.82 -5.66 -0.550
C 3.17 1.98 -4.56 -0.197
C 2.59 2.43 -3.38 -0.175
H 1.56 5.39 -4.17 0.356
H 2.53 4.76 -6.38 0.368
H 3.58 2.50 -6.60 0.387
H 3.61 0.99 -4.62 0.393
H 2.58 1.80 -2.50 0.480
N -7.13 -3.00 4.58 -0.555
C -6.44 -2.46 3.57 -0.340
C -6.85 -2.51 2.24 -0.042
C -8.04 -3.15 1.95 -0.598
C -8.77 -3.72 2.98 -0.269
C -8.28 -3.61 4.27 -0.258
H -5.52 -1.98 3.85 0.577
H -6.25 -2.06 1.47 0.383
H -8.39 -3.22 0.93 0.395
H -9.71 -4.22 2.79 0.363
H -8.82 -4.03 5.11 0.362

Entry 3:
92
Properties=species:S:1:pos:R:3:mulliken_charge:R:1 method="wB97M-V/def2-TZVPD" smiles="C#CCc1cnc2ccc(CCP(=O)(OCC)OCC)cc2n1.c1ccccc1.c1ccccc1.c1ccccc1.c1ccccc1" relative_energy_kcal_mol=16.1 homo_ev=-8.79 e_lumo_ev=-0.005 orbital_gap_ev=8.785
C 6.76 -5.57 3.33 -0.041
C 7.10 -5.09 2.29 -0.372
C 7.38 -4.48 0.94 -0.828
C 6.60 -3.15 0.81 0.737
C 7.09 -2.03 1.57 -0.437
N 6.50 -0.85 1.54 -0.634
C 5.37 -0.80 0.77 0.145
C 4.65 0.43 0.69 -0.801
C 3.50 0.56 -0.06 -0.361
C 3.03 -0.59 -0.79 0.801
C 1.73 -0.53 -1.61 -1.028
C 0.52 -0.14 -0.71 -0.717
P 0.06 -1.40 0.53 0.800
O 1.17 -2.20 1.08 -0.703
O -0.60 -0.52 1.75 -0.212
C -1.04 -1.37 2.84 0.376
C -2.34 -0.72 3.41 -1.035
O -1.12 -2.33 -0.16 -0.356
C -0.73 -3.71 -0.34 0.347
C -1.54 -4.27 -1.56 -1.244
C 3.73 -1.78 -0.74 -0.221
C 4.93 -1.93 0.03 0.452
N 5.55 -3.16 0.03 -0.543
H 6.29 -5.78 4.28 0.403
H 8.45 -4.22 0.93 0.290
H 7.13 -5.17 0.12 0.317
H 7.98 -2.15 2.19 0.393
H 4.98 1.31 1.26 0.396
H 2.97 1.52 -0.06 0.274
H 1.56 -1.44 -2.21 0.423
H 1.86 0.30 -2.33 0.394
H -0.36 0.02 -1.36 0.388
H 0.71 0.80 -0.17 0.353
H -1.22 -2.40 2.48 -0.271
H -0.30 -1.42 3.65 0.324
H -2.41 0.29 2.99 0.144
H -3.20 -1.31 3.06 0.305
H -2.31 -0.63 4.51 0.331
H -1.02 -4.33 0.55 -0.106
H 0.33 -3.86 -0.59 0.244
H -2.42 -4.85 -1.24 0.322
H -1.81 -3.40 -2.19 0.323
H -0.87 -4.91 -2.15 0.350
H 3.34 -2.63 -1.32 0.251
C -0.21 4.04 -4.56 -0.313
C -0.02 3.30 -3.39 -0.581
C 1.16 3.43 -2.68 -0.073
C 2.15 4.30 -3.12 -0.493
C 1.96 5.03 -4.29 -0.425
C 0.78 4.90 -5.01 -0.455
H -1.13 3.94 -5.12 0.435
H -0.80 2.63 -3.04 0.386
H 1.31 2.85 -1.77 0.387
H 3.07 4.40 -2.56 0.379
H 2.73 5.71 -4.63 0.375
H 0.63 5.47 -5.92 0.386
C -4.21 5.84 -7.42 -0.406
C -5.36 5.91 -6.64 -0.385
C -5.26 6.18 -5.28 -0.348
C -4.02 6.40 -4.70 -0.479
C -2.87 6.34 -5.49 -0.281
C -2.97 6.05 -6.84 -0.327
H -4.29 5.62 -8.47 0.361
H -6.33 5.74 -7.09 0.354
H -6.16 6.23 -4.67 0.357
H -3.94 6.63 -3.65 0.377
H -1.90 6.51 -5.04 0.430
H -2.07 6.00 -7.45 0.343
C -2.16 3.45 4.75 -0.398
C -2.11 3.26 3.38 -0.386
C -3.10 3.78 2.56 -0.358
C -4.14 4.51 3.11 -0.406
C -4.20 4.71 4.49 -0.380
C -3.21 4.18 5.30 -0.376
H -1.39 3.04 5.39 0.369
H -1.29 2.69 2.94 0.495
H -3.06 3.62 1.49 0.374
H -4.91 4.93 2.48 0.353
H -5.01 5.28 4.92 0.356
H -3.25 4.33 6.38 0.358
C -1.17 -5.62 3.30 -0.087
C -2.51 -5.76 2.94 -0.130
C -3.20 -6.92 3.27 -0.495
C -2.56 -7.94 3.97 -0.384
C -1.23 -7.79 4.33 -0.307
C -0.54 -6.64 4.00 -0.667
H -0.64 -4.72 3.03 0.285
H -3.01 -4.97 2.40 0.368
H -4.24 -7.03 2.98 0.355
H -3.10 -8.84 4.23 0.358
H -0.73 -8.58 4.88 0.356
H 0.50 -6.53 4.28 0.371

Entry 4:
90
Properties=species:S:1:pos:R:3:mulliken_charge:R:1 method="wB97M-V/def2-TZVPD" total_charge=+2 homo_ev="-13.28 / -13.28" e_lumo_ev="-9.508 / -9.507" orbital_gap_ev="3.771 / 3.777"
Ti 1.08 -0.97 0.95 0.107
C -3.25 -0.10 3.30 -0.619
C -3.52 0.14 2.00 -0.358
C -3.33 1.40 1.23 -1.198
C -1.86 1.82 0.86 0.329
C -0.72 2.03 1.81 0.118
C -0.78 2.38 3.10 -0.998
C -2.03 2.28 3.90 -1.146
C -2.60 0.84 4.24 0.862
C 2.92 -1.51 0.80 -0.994
H -3.11 -1.16 3.47 0.399
H -3.62 -0.69 1.32 0.399
H -3.84 2.24 1.71 0.388
H -3.84 1.23 0.24 0.412
H -1.48 1.22 0.01 -0.721
H -1.99 2.82 0.41 0.433
H 0.31 1.90 1.37 0.730
H 0.17 2.37 3.66 0.351
H -2.83 2.89 3.45 0.536
H -1.73 2.68 4.89 0.514
H -1.78 0.28 4.74 -0.980
H -3.41 1.12 4.94 0.518
H 3.28 -1.66 1.82 0.395
H 3.36 -0.65 0.27 0.319
H 2.75 -2.42 0.22 0.469
P -0.29 -1.70 -2.46 0.920
P 1.46 0.73 -2.52 0.233
C -1.07 -0.18 -2.96 -0.396
C -0.31 0.95 -2.92 -0.975
C -0.67 -2.82 -3.90 0.557
C -1.57 -2.53 -4.93 -0.144
C -1.65 -3.36 -6.06 -0.745
C -0.76 -4.43 -6.19 -0.464
C 0.21 -4.71 -5.20 -0.817
C 0.25 -3.89 -4.08 -0.265
C -1.50 -2.25 -1.23 -0.249
C -1.04 -1.75 0.04 2.288
C -1.44 -2.39 1.24 0.255
C -2.55 -3.27 1.16 -0.981
C -3.09 -3.64 -0.08 -0.582
C -2.52 -3.20 -1.28 -0.614
C 2.15 0.90 -4.26 0.570
C 1.77 -0.08 -5.20 0.057
C 2.29 -0.09 -6.50 -0.692
C 3.17 0.91 -6.92 -0.537
C 3.47 1.93 -6.03 -0.745
C 2.96 1.95 -4.72 -0.433
C 1.84 2.42 -1.89 0.908
C 3.13 2.50 -1.34 -0.410
C 3.53 3.65 -0.66 -0.809
C 2.65 4.74 -0.55 -0.543
C 1.39 4.67 -1.14 -0.683
C 0.98 3.53 -1.83 -0.345
H -2.11 -0.30 -3.25 0.758
H -0.69 1.95 -3.15 0.554
H -2.24 -1.67 -4.89 0.316
H -2.40 -3.14 -6.84 0.421
H -0.76 -5.02 -7.11 0.406
H 0.91 -5.55 -5.30 0.423
H 1.03 -4.05 -3.34 0.355
H -0.68 -0.61 -0.15 -1.179
H -0.81 -2.26 2.14 -0.040
H -3.06 -3.72 2.02 0.406
H -3.94 -4.32 -0.09 0.434
H -2.90 -3.61 -2.22 0.539
H 1.01 -0.82 -4.94 -0.040
H 2.01 -0.88 -7.18 0.441
H 3.59 0.87 -7.93 0.392
H 4.13 2.74 -6.35 0.399
H 3.15 2.83 -4.12 0.331
H 3.81 1.66 -1.48 0.524
H 4.51 3.68 -0.20 0.432
H 2.94 5.62 0.02 0.408
H 0.69 5.51 -1.05 0.426
H 0.01 3.54 -2.33 0.210
C 2.00 -0.70 6.74 -1.595
C 0.69 -0.25 6.05 1.836
C -0.46 -0.75 6.95 -1.299
C 0.73 1.26 6.32 -1.268
C 0.47 -0.49 4.56 -0.143
C 0.51 -0.62 3.28 -0.365
H 2.02 -0.25 7.76 0.386
H 2.88 -0.34 6.19 0.392
H 2.11 -1.77 6.87 0.388
H -0.24 -0.43 7.99 0.406
H -1.40 -0.26 6.67 0.344
H -0.62 -1.83 6.97 0.387
H 1.52 1.71 5.69 0.356
H -0.23 1.72 6.05 0.115
H 0.91 1.46 7.38 0.517

Entry 5:
98
Properties=species:S:1:pos:R:3:mulliken_charge:R:1 method="wB97M-V/def2-TZVPD" relative_energy_kcal_mol=28.6 homo_ev=-6.57 e_lumo_ev=-0.115 orbital_gap_ev=6.458
Zr 0.15 0.85 -0.33 -3.258
C 0.61 5.68 -0.22 -1.648
C 0.37 4.90 -1.51 0.659
C 1.72 4.51 -2.12 -1.120
C -0.57 3.71 -1.34 1.368
C -1.34 3.51 -0.19 -0.832
C -2.36 2.57 -0.15 -0.786
C -2.66 1.78 -1.25 1.244
C -3.89 0.91 -1.26 -1.426
C -1.84 1.89 -2.37 -0.838
C -0.81 2.84 -2.41 -0.325
H 1.28 6.51 -0.42 0.460
H 1.06 5.03 0.53 0.268
H -0.32 6.09 0.18 0.379
H -0.14 5.56 -2.22 0.363
H 2.30 3.93 -1.39 0.066
H 2.28 5.42 -2.36 0.595
H 1.63 3.93 -3.03 0.251
H -1.17 4.13 0.68 0.156
H -2.96 2.48 0.75 0.244
H -4.04 0.46 -0.28 0.101
H -3.83 0.13 -2.01 0.341
H -4.76 1.53 -1.49 0.475
H -2.03 1.29 -3.25 0.280
H -0.25 2.94 -3.33 0.368
S 0.99 2.59 1.42 -0.563
C 2.39 1.93 2.24 0.444
C 3.21 2.79 2.98 -0.650
C 4.27 2.31 3.73 -0.711
C 4.54 0.95 3.75 -0.596
C 3.76 0.09 2.99 -0.567
C 2.69 0.56 2.24 0.388
S 1.70 -0.58 1.34 -0.531
H 2.99 3.85 2.97 0.412
H 4.88 2.99 4.30 0.375
H 5.34 0.55 4.36 0.365
H 3.96 -0.98 2.99 0.404
C 4.77 -2.69 -1.08 -0.783
N 3.43 -2.97 -1.65 0.182
C 2.66 -3.90 -0.79 -0.732
C 2.74 -1.65 -1.93 -0.547
C 1.30 -1.79 -2.33 0.908
C 1.06 -2.71 -3.35 -0.591
C -0.21 -2.93 -3.84 -1.048
C -1.25 -2.19 -3.30 -1.269
C -1.00 -1.27 -2.30 -0.467
C 0.27 -0.99 -1.77 1.713
H 5.33 -3.62 -0.96 0.363
H 4.62 -2.23 -0.10 0.307
H 5.31 -2.00 -1.72 0.338
H 3.55 -3.43 -2.55 0.424
H 2.49 -3.42 0.17 0.301
H 3.22 -4.82 -0.66 0.389
H 1.70 -4.11 -1.25 0.309
H 3.33 -1.18 -2.72 0.143
H 2.80 -1.06 -1.02 -0.206
H 1.88 -3.28 -3.78 0.228
H -0.39 -3.66 -4.62 0.399
H -2.26 -2.35 -3.67 0.468
H -1.86 -0.74 -1.90 0.230
C -5.90 -4.02 4.95 -2.157
C -5.81 -2.64 4.31 2.130
C -5.87 -1.59 5.43 -1.647
C -7.02 -2.46 3.38 -1.618
C -4.53 -2.45 3.49 0.571
C -3.63 -3.49 3.26 -0.222
C -2.49 -3.34 2.47 -2.174
C -2.27 -2.11 1.90 0.921
O -1.28 -1.68 1.08 -0.182
B -1.51 -0.31 0.78 -0.203
O -2.71 0.04 1.46 0.751
C -3.15 -1.06 2.13 -0.074
C -4.28 -1.20 2.91 -0.877
H -6.81 -4.09 5.54 0.431
H -5.05 -4.20 5.62 0.435
H -5.93 -4.81 4.19 0.414
H -6.77 -1.74 6.03 0.459
H -5.90 -0.58 5.03 0.296
H -5.00 -1.67 6.08 0.376
H -7.95 -2.62 3.93 0.445
H -6.98 -3.18 2.56 0.359
H -7.04 -1.45 2.95 0.325
H -3.80 -4.46 3.72 0.452
H -1.80 -4.17 2.32 0.497
H -4.94 -0.36 3.06 0.472
O 1.88 1.35 -3.21 -0.726
B 1.84 1.45 -1.79 2.994
O 3.19 1.57 -1.37 0.165
C 3.99 1.54 -2.47 1.082
C 5.36 1.60 -2.57 -1.171
C 5.91 1.52 -3.85 -0.609
C 5.11 1.38 -4.97 -0.660
C 3.72 1.32 -4.87 -1.188
C 3.18 1.40 -3.60 0.804
H 5.98 1.73 -1.69 0.549
H 6.99 1.58 -3.96 0.426
H 5.57 1.33 -5.95 0.409
H 3.09 1.21 -5.74 0.533